No. 1
Formula: C41H36BiCl2N12O6SSe
Source: the Open Molecules 2025 dataset
Level of theory: the ωB97M-V functional and the def2-TZVPD basis

For the energy above the lowest of the compared OMol25 structures with the same formula, charge and spin, the calculation gives 0.469 eV. The calculation puts the energy at -180333.8513 eV. The calculation puts the frontier orbital gap (alpha / beta) at 4.01 / 6.93 eV. Its spin multiplicity is 2. As for the LUMO energy (alpha / beta): 3.621 / 3.620 eV. The calculation puts the HOMO energy (alpha / beta) at -0.39 / -3.31 eV. Its total charge is -2.

Geometry as XYZ:
```
100
Properties=species:S:1:pos:R:3:forces:R:3:lowdin_charge:R:1
Bi 0.7815 0.5088 0.6318 0.218 -0.677 -0.144 1.84
N -2.5742 2.0256 4.1037 0.078 0.018 0.116 0.04
C -1.8748 1.9788 2.9183 -0.036 -0.050 -0.263 -0.91
S -0.1557 1.9623 3.0504 -0.150 0.219 0.096 0.56
N -2.6417 1.9242 1.8549 0.073 -0.008 0.126 -0.03
N -1.9781 1.9473 0.6584 -0.038 -0.029 0.011 0.03
C -2.7193 1.6986 -0.3579 0.064 -0.016 0.038 -0.24
C -4.1518 1.2975 -0.2350 -0.018 0.063 0.009 -0.20
C -5.1667 2.1612 -0.6282 -0.012 -0.032 -0.004 -0.04
C -6.4977 1.7788 -0.5215 0.000 -0.012 0.021 -0.10
C -6.8215 0.5227 -0.0287 0.004 0.014 -0.023 -0.11
C -5.8092 -0.3463 0.3618 -0.020 0.015 -0.009 -0.08
C -4.4819 0.0402 0.2622 0.007 -0.023 0.023 -0.03
C -2.1337 1.7527 -1.7200 0.014 0.002 0.064 -0.24
C -2.7971 1.1423 -2.7860 -0.032 -0.014 -0.069 -0.03
C -2.2332 1.1854 -4.0479 -0.038 -0.043 0.001 -0.07
C -1.0321 1.8508 -4.2254 0.052 0.025 -0.008 -0.07
C -0.4476 2.4312 -3.1109 0.029 -0.092 0.134 -0.15
N -0.9701 2.3869 -1.8885 0.101 0.014 0.070 0.13
H -2.0372 1.8039 4.9242 -0.028 -0.033 -0.006 0.05
H -3.5253 1.6945 4.0659 -0.022 0.061 -0.058 0.08
H -4.9089 3.1407 -1.0137 -0.005 0.003 -0.001 0.12
H -7.2822 2.4647 -0.8180 -0.001 -0.002 -0.015 0.09
H -7.8589 0.2210 0.0509 -0.003 0.001 0.009 0.09
H -6.0572 -1.3255 0.7531 0.017 -0.003 0.011 0.10
H -3.6832 -0.6214 0.5732 -0.058 0.037 -0.050 0.09
H -3.7333 0.6288 -2.6149 0.019 -0.019 0.000 0.11
H -2.7214 0.6961 -4.8822 -0.007 0.002 0.005 0.10
H -0.5487 1.9089 -5.1911 0.018 -0.006 0.008 0.10
H 0.5009 2.9459 -3.1951 0.098 0.021 -0.043 0.10
Cl 4.1280 -0.4121 4.4307 0.003 0.027 -0.003 0.69
C 3.9817 1.0830 3.5629 -0.011 -0.020 0.020 -0.57
C 4.7866 2.1673 3.9433 0.007 -0.036 0.012 -0.13
C 4.7061 3.3598 3.2891 0.022 0.039 0.006 -0.60
Cl 5.7245 4.6895 3.7943 -0.022 -0.030 -0.019 0.64
C 3.8001 3.5330 2.2178 0.021 -0.006 -0.018 -0.16
C 3.6361 4.7185 1.4699 0.033 0.019 0.018 -0.02
C 2.7049 4.7736 0.4747 -0.037 0.006 -0.079 -0.03
C 1.9138 3.6416 0.2101 -0.007 -0.063 0.087 -0.10
N 2.0681 2.5303 0.8796 0.078 0.155 0.066 -0.04
C 2.9921 2.4375 1.8633 -0.042 0.000 -0.032 -0.19
C 3.0744 1.1636 2.5197 0.084 -0.026 0.036 -0.42
O 2.3326 0.1676 2.1463 -0.145 0.106 -0.126 -0.30
H 5.4753 2.0443 4.7676 0.004 -0.009 -0.007 0.10
H 4.2569 5.5751 1.6957 -0.005 -0.003 0.011 0.09
H 2.5670 5.6707 -0.1126 -0.019 -0.006 0.002 0.10
H 1.1334 3.6433 -0.5390 -0.056 0.023 -0.120 0.11
C 0.0176 -1.5068 3.8613 0.016 -0.108 0.084 -0.19
N -0.4246 -1.8416 2.5027 0.007 0.319 0.107 -0.10
C -0.1782 -3.2680 2.2822 -0.077 -0.056 -0.061 -0.19
N -0.9056 -4.1011 3.2578 0.009 0.058 -0.002 -0.08
C -0.4652 -3.7121 4.5988 -0.001 0.018 -0.026 -0.19
N -0.7032 -2.2944 4.8790 0.035 -0.025 -0.044 -0.08
C -2.1333 -2.0344 4.7171 -0.026 0.010 0.024 -0.19
N -2.6310 -2.3794 3.3819 0.038 -0.035 -0.037 -0.08
C -1.8621 -1.5972 2.3980 -0.071 -0.028 0.068 -0.19
C -2.3309 -3.7952 3.1453 0.003 0.005 -0.006 -0.19
H -0.1438 -0.4457 4.0433 -0.029 0.011 -0.012 0.06
H 1.0872 -1.7094 3.9397 0.003 0.011 -0.013 0.12
H 0.8892 -3.4698 2.3609 -0.016 -0.008 0.022 0.10
H -0.4999 -3.5368 1.2746 0.018 -0.001 -0.001 0.12
H 0.6047 -3.9113 4.6858 0.000 -0.010 0.013 0.12
H -1.0010 -4.3166 5.3373 -0.006 -0.001 0.002 0.11
H -2.3203 -0.9728 4.8957 0.003 0.008 -0.012 0.11
H -2.6861 -2.6205 5.4583 0.001 0.003 0.002 0.12
H -2.0634 -0.5353 2.5511 0.007 -0.003 0.023 0.10
H -2.1872 -1.8683 1.3919 0.068 -0.022 0.007 0.09
H -2.6673 -4.0603 2.1400 -0.011 -0.008 0.000 0.12
H -2.8816 -4.3987 3.8735 -0.002 -0.007 0.002 0.11
O -1.4095 -0.9546 -0.7130 0.239 0.015 -0.166 -0.20
N -1.1781 -1.6252 -1.8032 -0.025 0.010 -0.018 -0.19
C -2.1532 -2.4187 -2.2985 -0.035 -0.097 0.005 -0.03
C -1.9552 -3.1693 -3.4355 -0.009 0.026 -0.003 -0.06
C -0.7395 -3.1092 -4.1007 0.002 -0.001 0.017 -0.07
C 0.2379 -2.2689 -3.5970 -0.006 -0.018 -0.058 -0.01
C 0.0016 -1.5297 -2.4569 -0.041 0.047 0.005 -0.01
H -3.0657 -2.4087 -1.7220 0.010 0.007 0.020 0.13
H -2.7622 -3.7966 -3.7884 0.000 -0.007 0.013 0.10
H -0.5586 -3.7022 -4.9862 -0.003 0.011 -0.007 0.10
H 1.2031 -2.1630 -4.0740 0.007 0.013 0.011 0.12
H 0.7334 -0.8486 -2.0465 0.015 0.026 0.054 0.08
O 3.9947 0.8691 -0.4840 -0.008 -0.119 0.054 0.05
C 3.2435 0.6372 -1.4222 0.154 -0.053 -0.186 -0.58
O 1.9337 0.5830 -1.3098 -0.423 0.329 0.254 -0.32
C 3.7431 0.3959 -2.8051 -0.057 0.047 0.086 -0.16
C 5.0374 -0.0946 -3.0149 0.095 0.079 -0.072 -0.03
C 5.5228 -0.3204 -4.2854 -0.010 0.002 0.073 -0.02
C 4.7201 -0.0356 -5.4119 -0.003 -0.003 0.018 -0.20
C 3.4171 0.4652 -5.2104 -0.049 -0.006 0.066 -0.03
C 2.9491 0.6589 -3.9280 -0.065 -0.103 -0.067 -0.06
N 5.1956 -0.2448 -6.6920 0.058 -0.020 -0.146 -0.43
O 6.3806 -0.6915 -6.8513 -0.089 0.037 0.017 -0.13
O 4.4350 0.0152 -7.6871 0.056 -0.016 0.085 -0.14
H 5.6555 -0.3025 -2.1501 -0.010 0.004 0.003 0.11
H 6.5129 -0.7169 -4.4514 0.004 0.001 -0.011 0.09
H 2.8135 0.6869 -6.0778 -0.002 -0.014 -0.012 0.09
H 1.9400 1.0228 -3.7812 -0.043 0.025 0.040 0.08
Se 2.4652 -4.5282 -0.2391 0.029 -0.149 0.005 0.41
C 1.9266 -2.8503 0.0596 -0.091 0.186 -0.182 -0.95
N 1.5240 -1.7723 0.2304 0.104 0.002 0.055 -0.04
```
Forces are in eV/Å.

***

No. 2
Formula: C41H36HgIN4P
Source: the Open Molecules 2025 dataset
Level of theory: the ωB97M-V functional and the def2-TZVPD basis

For the energy above the lowest of the compared OMol25 structures with the same formula, charge and spin, the calculation gives 0.000 eV. The calculation puts the energy at -70620.6597 eV. The calculation puts the frontier orbital gap (alpha / beta) at 7.22 / 6.43 eV. Its spin multiplicity is 2. As for the LUMO energy (alpha / beta): -2.075 / -3.808 eV. The calculation puts the HOMO energy (alpha / beta) at -9.30 / -10.24 eV. Its total charge is +1.

Geometry as XYZ:
```
84
Properties=species:S:1:pos:R:3:forces:R:3:lowdin_charge:R:1
Hg 0.5963 0.8974 0.3373 -0.117 0.354 -0.187 0.88
C -0.0475 4.2983 -1.1666 0.012 0.050 -0.392 -0.18
C 0.7576 3.8241 -2.3795 -0.054 0.056 0.208 -0.11
C 0.2656 2.5469 -3.0044 0.163 0.065 -0.365 -0.28
C 0.3678 2.3743 -4.3859 -0.005 -0.055 0.092 -0.01
C -0.0925 1.2065 -4.9648 -0.001 -0.019 0.155 -0.05
C -0.6578 0.2392 -4.1476 0.050 0.061 -0.033 -0.05
C -0.7108 0.4888 -2.7897 -0.170 -0.309 -0.149 -0.16
N -0.2558 1.6016 -2.2285 0.014 0.156 0.478 0.06
N 0.3025 3.7310 0.1391 0.039 -0.347 0.279 -0.20
C 1.5698 4.2552 0.6389 -0.053 0.050 0.185 -0.14
C 2.8302 3.5575 0.1797 0.281 0.020 0.002 -0.27
C 4.0644 4.1102 0.5174 -0.057 -0.085 -0.026 -0.01
C 5.2222 3.4785 0.1046 -0.159 -0.050 -0.026 -0.04
C 5.1195 2.3179 -0.6493 -0.034 0.009 0.006 -0.05
C 3.8567 1.8375 -0.9364 0.315 -0.069 -0.030 -0.13
N 2.7480 2.4358 -0.5229 -0.618 -0.121 0.278 0.03
C -0.7771 4.0609 1.0655 -0.067 0.069 -0.126 -0.16
C -0.8334 3.3502 2.3973 -0.171 0.105 0.262 -0.30
C -1.7428 3.8397 3.3354 0.086 -0.057 0.032 -0.02
C -1.8983 3.1771 4.5369 0.047 -0.058 -0.157 -0.04
C -1.1301 2.0468 4.7818 0.048 0.044 -0.071 -0.05
C -0.2490 1.6347 3.8004 -0.057 -0.138 0.280 -0.15
N -0.1117 2.2656 2.6377 0.270 0.014 -0.691 0.04
H -1.0966 4.0697 -1.3617 0.014 0.022 0.059 0.12
H 0.0478 5.3966 -1.1122 -0.085 -0.077 0.042 0.13
H 1.8062 3.6938 -2.1155 -0.036 0.145 -0.127 0.10
H 0.7034 4.6133 -3.1338 0.053 -0.065 0.038 0.12
H 0.8070 3.1494 -4.9961 0.010 0.106 -0.014 0.12
H -0.0169 1.0542 -6.0314 -0.006 0.002 -0.073 0.11
H -1.0409 -0.6833 -4.5519 -0.046 -0.116 -0.005 0.11
H -1.1435 -0.2378 -2.1119 -0.025 -0.040 0.000 0.07
H 1.5557 4.1817 1.7306 0.004 0.048 -0.047 0.13
H 1.6705 5.3268 0.3878 -0.059 -0.105 0.099 0.14
H 4.1101 5.0120 1.1079 -0.012 0.149 0.036 0.12
H 6.1883 3.8844 0.3608 0.096 0.042 0.030 0.11
H 5.9958 1.7974 -0.9947 0.127 -0.076 -0.090 0.11
H 3.7079 0.9464 -1.5324 0.075 -0.125 -0.005 0.10
H -1.7224 3.8117 0.5724 0.073 0.134 -0.066 0.13
H -0.7912 5.1455 1.2717 -0.104 -0.074 -0.069 0.14
H -2.3238 4.7217 3.1093 -0.041 0.086 -0.009 0.12
H -2.6146 3.5277 5.2627 -0.051 0.051 0.114 0.11
H -1.2153 1.5037 5.7091 0.017 -0.076 0.070 0.11
H 0.3740 0.7597 3.9367 0.019 -0.054 0.031 0.10
I -2.9338 0.1253 1.0941 -0.467 -0.197 -0.036 0.88
C -3.8496 -1.6731 0.3956 -0.113 0.679 0.056 -0.58
C -5.2017 -1.5601 0.1996 0.351 0.252 0.098 -0.17
C -5.9847 -2.6798 -0.0976 -0.003 -0.378 -0.013 -0.06
C -5.3971 -3.9091 -0.1453 -0.176 0.208 0.016 -0.02
C -4.0061 -4.0539 0.0400 0.092 0.168 0.047 -0.16
C -3.4483 -5.3489 0.0213 0.255 -0.070 0.023 -0.01
C -2.1070 -5.5433 0.1893 -0.287 -0.150 -0.099 -0.05
C -1.2742 -4.4319 0.3129 -0.185 0.364 0.035 -0.09
C -1.7706 -3.1446 0.3223 0.432 0.021 0.023 -0.30
P -0.4342 -1.8670 0.2646 0.404 -0.200 0.048 0.90
C 0.5833 -2.5008 1.6457 0.071 0.135 -0.134 -0.39
C 1.6847 -3.3357 1.4826 -0.040 0.160 0.010 -0.10
C 2.3747 -3.7958 2.5893 0.062 -0.117 0.114 -0.07
C 1.9671 -3.4400 3.8637 0.037 -0.035 0.038 -0.07
C 0.8608 -2.6221 4.0316 -0.027 0.026 0.106 -0.08
C 0.1756 -2.1450 2.9292 0.029 0.005 -0.102 -0.12
C 0.4933 -2.3762 -1.2195 -0.036 0.110 0.097 -0.41
C 1.8017 -1.9071 -1.3418 -0.002 0.053 0.029 -0.16
C 2.5341 -2.1607 -2.4848 0.100 0.008 -0.087 -0.08
C 1.9689 -2.8913 -3.5196 -0.033 -0.041 -0.068 -0.07
C 0.6681 -3.3548 -3.4054 0.057 0.000 -0.193 -0.07
C -0.0785 -3.0852 -2.2706 0.034 0.044 0.147 -0.09
C -3.1702 -2.9084 0.2594 -0.084 -0.404 -0.089 -0.20
H -5.6820 -0.5994 0.3008 0.003 0.089 0.046 0.08
H -7.0478 -2.5582 -0.2331 -0.095 -0.031 -0.055 0.11
H -5.9856 -4.7974 -0.3175 -0.072 -0.091 -0.024 0.12
H -4.1112 -6.1887 -0.1218 -0.086 -0.091 -0.022 0.12
H -1.6773 -6.5335 0.1853 -0.027 -0.099 0.015 0.11
H -0.2064 -4.5863 0.3773 -0.011 -0.048 -0.010 0.10
H 2.0147 -3.6253 0.4956 -0.011 -0.036 -0.052 0.10
H 3.2205 -4.4548 2.4570 0.088 -0.007 -0.010 0.11
H 2.5087 -3.8056 4.7234 0.013 -0.029 0.075 0.11
H 0.5262 -2.3643 5.0254 -0.011 0.048 0.098 0.11
H -0.6920 -1.5077 3.0565 -0.043 0.028 0.037 0.08
H 2.2577 -1.3577 -0.5212 -0.036 -0.002 -0.083 0.07
H 3.5491 -1.7969 -2.5713 0.047 -0.007 0.013 0.10
H 2.5401 -3.1010 -4.4128 0.033 -0.012 -0.029 0.11
H 0.2337 -3.9337 -4.2073 -0.060 -0.014 -0.074 0.11
H -1.1007 -3.4333 -2.2001 0.007 -0.057 -0.004 0.11
```
Forces are in eV/Å.